{"formula": "C33H65BN7O12PS", "method": "ωB97M-V/def2-TZVPD", "smiles": "CCOC[C@]1(c2ccccc2)OS(=O)(=O)[C@@](CNC)(P(O)O)[C@](N=C(C)C)(B(C)O)[C@@]1(O)CCN.CNC(C)=O.CNC(C)=O.CNC(C)=O.CNC(C)=O", "homo_energy_ha": -0.2597, "total_charge": 0, "spin_multiplicity": 1, "elements": ["C", "C", "O", "C", "C", "C", "C", "C", "C", "C", "C", "O", "S", "O", "O", "C", "C", "N", "C", "P", "O", "O", "C", "N", "C", "C", "C", "B", "C", "O", "C", "O", "C", "C", "N", "H", "H", "H", "H", "H", "H", "H", "H", "H", "H", "H", "H", "H", "H", "H", "H", "H", "H", "H", "H", "H", "H", "H", "H", "H", "H", "H", "H", "H", "H", "H", "H", "H", "H", "H", "H", "H", "C", "N", "C", "C", "O", "H", "H", "H", "H", "H", "H", "H", "C", "N", "C", "C", "O", "H", "H", "H", "H", "H", "H", "H", "C", "N", "C", "C", "O", "H", "H", "H", "H", "H", "H", "H", "C", "N", "C", "C", "O", "H", "H", "H", "H", "H", "H", "H"], "xyz": [[4.25185, 3.07234, 2.29099], [2.99598, 4.09907, 1.90862], [1.73593, 3.35574, 1.78688], [0.95434, 3.71592, 0.61155], [-0.15457, 2.65305, 0.06360], [0.79956, 1.58576, -0.81805], [2.19385, 0.92249, -0.26683], [3.12268, -0.12173, -1.18548], [2.72308, -0.53257, -2.75260], [1.33970, 0.15476, -3.32118], [0.40342, 1.15441, -2.38704], [-0.80456, 3.35529, -1.07751], [-2.35736, 3.87185, -0.81005], [-2.59314, 5.04116, -1.84593], [-3.50668, 2.85656, -1.19787], [-2.64973, 4.30121, 0.97448], [-2.08791, 5.70785, 1.52788], [-2.24308, 6.85898, 0.50312], [-2.43871, 8.14791, 1.30293], [-4.59064, 4.59523, 0.99291], [-5.12624, 5.31415, 2.46447], [-5.11286, 5.59303, -0.31026], [-2.25810, 2.92552, 1.87360], [-3.64817, 2.36597, 1.98915], [-3.99611, 1.56780, 2.97494], [-5.31547, 2.09964, 3.87261], [-3.53039, 0.07052, 3.43241], [-1.86889, 3.48200, 3.36490], [-0.41846, 3.55131, 4.12878], [-2.90950, 4.20411, 4.19794], [-1.16593, 1.94165, 1.12214], [-0.27439, 1.19074, 2.07107], [-1.83755, 0.62880, 0.33235], [-1.05664, -0.79412, 0.49504], [-1.39289, -1.62583, 1.70775], [3.85931, 2.07755, 2.81347], [4.89157, 2.79319, 1.33582], [5.01051, 3.56562, 3.06802], [3.28345, 4.76314, 0.98998], [2.89098, 4.83866, 2.83943], [0.58764, 4.81885, 0.74229], [1.76763, 3.81075, -0.26453], [2.59602, 1.12110, 0.81071], [4.12679, -0.61110, -0.77770], [3.35943, -1.24213, -3.43138], [1.00296, -0.06166, -4.44464], [-0.58494, 1.54751, -2.92934], [-0.96584, 5.79094, 1.82934], [-2.68307, 6.16848, 2.45924], [-1.35391, 6.93907, -0.06852], [-2.35371, 9.05840, 0.56069], [-1.60936, 8.25952, 2.13674], [-3.51694, 8.21152, 1.79002], [-5.63539, 6.16803, 2.34843], [-4.72335, 6.51435, -0.30835], [-5.46859, 1.45922, 4.85053], [-5.31837, 3.25280, 4.03861], [-6.25239, 1.83379, 3.18157], [-4.28207, -0.42007, 4.22268], [-2.47796, -0.01724, 3.92343], [-3.67446, -0.61453, 2.46464], [0.19204, 4.42094, 3.58288], [0.17086, 2.54699, 4.21060], [-0.49426, 3.94084, 5.25559], [-2.45212, 5.08830, 4.43384], [-0.80577, 0.74825, 2.78721], [-1.87947, 0.85230, -0.84030], [-2.93480, 0.37990, 0.62399], [0.10682, -0.77170, 0.42394], [-1.40615, -1.45535, -0.43898], [-1.33597, -2.65567, 1.53199], [-0.70488, -1.45081, 2.47685], [5.13505, -2.84831, -8.02324], [4.05227, -2.10265, -7.42647], [3.21373, -2.49501, -6.42482], [3.40425, -3.86715, -5.83963], [2.33487, -1.73141, -6.02843], [6.05668, -2.27543, -7.88619], [4.92923, -2.94654, -9.09306], [5.25457, -3.83917, -7.58384], [3.86276, -1.16734, -7.76954], [2.66258, -4.03451, -5.05363], [3.26477, -4.62652, -6.61355], [4.40058, -3.95033, -5.39770], [5.05299, -7.43240, -1.07994], [5.29636, -6.56043, -2.20465], [4.45092, -5.64186, -2.75406], [3.08517, -5.48410, -2.14467], [4.81726, -4.97374, -3.71947], [5.80659, -7.21876, -0.31650], [5.17005, -8.46521, -1.42070], [4.05756, -7.30086, -0.65451], [6.19690, -6.60955, -2.66837], [2.52893, -4.71670, -2.69019], [2.53365, -6.42540, -2.21398], [3.17499, -5.16966, -1.10162], [-4.67686, -2.49961, -3.25514], [-3.44304, -2.78738, -2.56273], [-2.50345, -3.72553, -2.87485], [-2.74100, -4.59016, -4.08212], [-1.49931, -3.84231, -2.17437], [-4.65190, -1.45261, -3.57065], [-5.50160, -2.64271, -2.55097], [-4.82808, -3.13795, -4.12625], [-3.21375, -2.24417, -1.73764], [-1.90699, -5.28742, -4.20103], [-3.65936, -5.16890, -3.95286], [-2.80330, -3.96991, -4.98006], [1.73076, -4.96755, 4.05275], [1.68311, -3.52493, 4.08620], [0.95466, -2.72737, 4.91906], [0.07816, -3.39027, 5.94561], [1.02891, -1.50419, 4.81452], [2.76650, -5.27618, 4.22122], [1.41650, -5.29370, 3.05706], [1.08815, -5.42631, 4.80492], [2.24866, -3.00710, 3.42255], [-0.43803, -2.62562, 6.53277], [-0.67306, -4.01157, 5.45095], [0.68703, -3.99387, 6.62373]], "forces_ev_per_a": [[0.3, -0.2, 0.1], [1.1, 0.3, 1.6], [0.4, 0.5, -1.2], [1.9, 1.5, -1.2], [2.8, -1.0, -0.7], [2.5, -3.4, -2.6], [-0.7, -1.2, -3.3], [-2.9, 1.1, -2.3], [-3.2, 3.5, 3.0], [1.1, 0.7, 3.4], [2.7, -1.4, 0.8], [-1.6, 0.0, 2.4], [-6.0, 1.8, -6.7], [2.3, -3.6, 4.4], [5.0, 2.4, 2.6], [2.0, 1.5, 1.0], [1.3, 2.3, -0.1], [0.3, 0.3, 1.5], [0.3, 0.7, -0.4], [-4.2, -2.2, -1.4], [0.8, 1.7, -1.4], [1.9, 1.2, 2.5], [-0.9, 0.0, -1.8], [1.1, -1.2, 4.4], [-1.8, 0.5, 0.8], [-0.8, -1.3, -1.5], [-0.9, -0.6, -0.3], [-0.4, 1.8, 2.6], [0.8, 0.6, 0.8], [2.8, 0.5, -2.3], [0.2, -2.9, -0.3], [-1.1, 1.7, 0.2], [-0.6, -0.4, -1.5], [0.8, -1.2, -1.6], [0.6, -0.1, 0.4], [0.6, 2.2, -1.3], [-1.5, 0.5, 1.9], [-1.8, -0.8, -1.7], [-0.8, -1.4, 1.4], [0.1, -1.5, -2.0], [-0.1, -2.0, -0.2], [-2.1, -0.3, 1.5], [-1.1, -0.3, -2.2], [-2.5, 1.4, -0.7], [-1.4, 1.5, 1.5], [0.8, 0.5, 2.8], [2.5, -0.8, 1.6], [-1.7, -0.9, -0.2], [0.9, -1.9, -1.9], [-1.6, -0.2, 0.9], [-0.1, -1.8, 1.5], [-1.7, 0.0, -1.4], [2.3, -0.4, -1.0], [0.9, -1.3, -0.1], [-0.2, -1.2, -0.3], [0.6, 1.5, -1.9], [0.3, -2.3, -0.3], [1.8, 0.7, 1.5], [1.5, 1.6, -1.6], [-1.7, 0.2, -1.2], [1.0, 1.5, 2.2], [-0.8, -2.2, 0.9], [-0.8, 2.1, -0.7], [-0.3, -0.8, -2.4], [-1.0, -2.3, -0.1], [0.4, 0.8, -1.3], [0.1, -0.4, 2.7], [1.9, 0.9, -0.3], [-2.2, 0.6, -0.2], [0.7, 1.5, 1.9], [0.0, 1.5, -0.2], [-0.7, -0.1, -1.0], [0.0, 0.4, -0.3], [-0.4, 0.0, 0.4], [-0.6, 0.4, 0.0], [0.0, 0.2, -0.2], [0.4, -0.2, -0.1], [0.1, -0.3, -0.1], [0.3, -0.2, 0.0], [-0.1, 0.2, 0.0], [0.1, -0.3, 0.1], [0.2, 0.2, -0.2], [0.2, 0.0, 0.1], [-0.3, -0.1, -0.3], [0.5, -0.2, -0.1], [-0.4, 0.5, -0.4], [0.6, 0.2, -0.5], [-0.2, 0.2, -0.1], [0.0, -0.5, 0.9], [-0.2, -0.2, 0.2], [-0.1, 0.0, 0.3], [0.2, 0.1, -0.2], [-0.3, 0.0, 0.1], [0.2, -0.2, 0.1], [0.0, 0.1, 0.2], [-0.1, -0.1, 0.0], [0.0, 0.4, 0.4], [0.5, -0.5, -0.1], [0.6, 0.3, 0.8], [0.1, -0.2, -0.1], [-0.5, -0.1, -0.3], [-0.3, -0.1, -0.1], [-0.2, 0.1, -0.3], [0.1, 0.1, 0.2], [-0.1, -0.1, -0.2], [-0.1, 0.2, 0.2], [0.0, 0.1, -0.2], [-0.2, -0.1, 0.0], [0.3, 0.1, -0.4], [-0.3, 0.5, 0.4], [0.3, 0.8, -0.4], [-0.2, 0.1, 0.2], [-0.2, -0.6, 0.1], [-0.2, -0.3, 0.0], [0.0, -0.3, 0.2], [0.1, 0.2, -0.1], [-0.2, -0.1, 0.2], [0.2, -0.1, -0.2], [0.1, -0.1, 0.1], [-0.2, -0.1, -0.1]], "mulliken_charge": [-0.910, -0.342, -0.062, -1.630, 1.327, -0.282, -0.040, -0.816, -0.309, -0.527, -0.318, -0.535, 1.571, -0.711, -0.646, 0.845, -1.625, -0.069, -0.648, 0.031, -0.486, -0.445, -0.254, -0.082, 0.250, -1.165, -0.723, 0.522, -0.536, -0.616, 1.076, -0.641, -0.167, -0.180, -0.342, 0.193, 0.260, 0.306, 0.303, 0.294, 0.260, 0.602, 0.294, 0.235, 0.272, 0.297, 0.244, 0.157, 0.462, 0.274, 0.328, 0.254, 0.194, 0.293, 0.311, 0.365, 0.144, 0.308, 0.432, 0.023, 0.184, 0.133, 0.133, 0.215, 0.296, 0.254, 0.147, 0.583, 0.073, -0.017, 0.263, 0.035, -0.850, -0.160, 0.637, -1.122, -0.634, 0.272, 0.295, 0.324, 0.265, 0.030, 0.508, 0.510, -0.857, -0.176, 0.741, -1.137, -0.655, 0.282, 0.282, 0.328, 0.246, 0.214, 0.338, 0.336, -0.943, -0.009, 0.947, -1.405, -0.651, 0.297, 0.302, 0.368, 0.128, 0.281, 0.374, 0.359, -0.882, -0.122, 0.849, -1.392, -0.645, 0.296, 0.280, 0.339, 0.226, 0.303, 0.363, 0.398]}

=====

{"formula": "CH5IN2S", "method": "ωB97M-V/def2-TZVPD", "e_above_lowest_kj_mol": 12.7, "s_squared": 2.008, "homo_energy_ha": [-0.2693, -0.3449], "total_charge": 0, "spin_multiplicity": 3, "elements": ["C", "N", "N", "S", "I", "H", "H", "H", "H", "H"], "xyz": [[-1.84220, 1.19029, 0.42381], [0.74086, -1.61767, -0.77179], [-0.83133, 1.03299, -0.32394], [1.64429, -1.28451, 0.38520], [3.31728, 0.74812, -0.12537], [-1.97920, 2.20689, 0.63696], [-2.40831, 0.39339, 0.86001], [1.12121, -2.41026, -1.40479], [-0.62415, 0.04766, -0.61796], [0.86153, -0.30689, 0.93787]], "forces_ev_per_a": [[1.8, -0.6, -0.9], [-2.6, -3.2, -5.6], [0.2, -1.1, -0.7], [1.3, 0.2, 4.8], [1.6, 1.7, -0.5], [-1.0, 1.3, 0.8], [-0.7, -0.4, 0.2], [-0.6, 1.8, 1.3], [-0.5, 0.8, 0.5], [0.4, -0.4, 0.0]], "nbo_charge": [-0.057, -0.861, -0.614, 0.493, -0.119, 0.166, 0.152, 0.380, 0.349, 0.111]}

=====

{"formula": "C19H17N9O2S", "method": "ωB97M-V/def2-TZVPD", "e_above_lowest_kj_mol": 0.0, "smiles": "Cc1ccc(SCc2c(C(=O)N/N=C/c3ccncc3)nnn2-c2nonc2N)cc1", "homo_energy_ha": -0.3367, "total_charge": 0, "spin_multiplicity": 1, "elements": ["C", "C", "C", "C", "C", "S", "C", "C", "C", "C", "O", "N", "N", "C", "C", "C", "C", "N", "C", "C", "N", "N", "N", "C", "N", "O", "N", "C", "N", "C", "C", "H", "H", "H", "H", "H", "H", "H", "H", "H", "H", "H", "H", "H", "H", "H", "H", "H"], "xyz": [[2.56755, 1.57851, -1.55554], [1.20125, 1.67190, -0.95169], [0.09409, 1.20994, -1.65575], [-1.17739, 1.30198, -1.12138], [-1.34597, 1.85434, 0.13844], [-2.97425, 1.91976, 0.86993], [-2.97377, 0.27768, 1.73413], [-2.80252, -0.79887, 0.75281], [-1.64149, -1.38244, 0.25930], [-0.25193, -1.14789, 0.68079], [0.03690, -0.49860, 1.66869], [0.63230, -1.73155, -0.17920], [1.97288, -1.65833, -0.23319], [2.67405, -1.03356, 0.62967], [4.11456, -0.96741, 0.46053], [4.89365, -0.25161, 1.37123], [6.26262, -0.19266, 1.17163], [6.87798, -0.78040, 0.15990], [6.14219, -1.46309, -0.70344], [4.76849, -1.58979, -0.60582], [-1.99747, -2.25192, -0.71735], [-3.25639, -2.25099, -0.85304], [-3.78755, -1.37632, 0.01388], [-5.16136, -1.18012, 0.09429], [-5.98400, -2.07548, 0.56564], [-7.20534, -1.58225, 0.44205], [-7.19720, -0.34836, -0.10991], [-5.94308, -0.04620, -0.35265], [-5.51321, 1.06443, -0.98207], [-0.25966, 2.32982, 0.85156], [1.00552, 2.23605, 0.30326], [3.33959, 1.75611, -0.81113], [2.67404, 2.32304, -2.34475], [2.72670, 0.59712, -1.99790], [0.22901, 0.76875, -2.63247], [-2.03032, 0.94727, -1.68258], [-3.92821, 0.22776, 2.25593], [-2.13940, 0.28301, 2.43394], [0.22749, -2.27515, -0.93559], [2.26190, -0.51928, 1.49395], [4.43545, 0.24498, 2.21350], [6.90274, 0.35197, 1.85367], [6.68971, -1.92840, -1.51276], [4.19790, -2.15387, -1.32511], [-6.21607, 1.77394, -1.11538], [-4.59134, 1.40953, -0.73544], [-0.40477, 2.75702, 1.83176], [1.85413, 2.59964, 0.86370]], "forces_ev_per_a": [[0.0, 0.1, -0.1], [0.0, 0.0, 0.0], [0.0, 0.0, 0.0], [0.1, 0.1, -0.1], [-0.6, 0.2, 0.3], [0.4, -0.1, 0.2], [0.0, 0.6, 0.0], [0.8, -0.5, -0.2], [-1.2, 0.4, 0.6], [0.2, 0.0, 0.0], [0.1, -0.1, 0.0], [-0.4, -0.3, -0.2], [0.6, 0.0, -0.1], [-0.8, 0.2, 0.4], [0.9, -0.1, -0.2], [-0.2, -0.2, -0.3], [0.0, 0.1, 0.2], [0.5, 0.1, 0.0], [-0.3, -0.2, -0.2], [0.0, 0.1, 0.2], [0.6, -0.1, 0.0], [-0.9, -0.7, -1.0], [0.9, 0.3, 0.6], [-1.5, 0.4, -0.1], [0.9, -0.2, 0.1], [0.0, -0.4, 0.1], [0.3, 1.1, -0.5], [-0.2, -1.3, 0.5], [0.0, 0.5, -0.4], [0.1, 0.1, -0.1], [0.0, 0.0, 0.0], [0.1, 0.0, 0.0], [0.1, 0.0, -0.1], [0.1, -0.1, 0.0], [0.0, -0.1, -0.1], [-0.1, 0.0, 0.0], [0.0, -0.1, 0.1], [-0.2, -0.1, 0.0], [0.1, 0.2, 0.2], [-0.2, -0.1, -0.1], [0.0, 0.1, 0.1], [0.0, 0.1, 0.1], [-0.1, -0.1, -0.1], [0.0, -0.1, -0.1], [0.0, 0.0, 0.0], [-0.2, 0.0, 0.1], [0.0, 0.0, 0.1], [0.1, 0.0, 0.0]], "nbo_charge": [-0.640, 0.016, -0.235, -0.154, -0.224, 0.217, -0.562, 0.186, -0.050, 0.639, -0.607, -0.424, -0.224, 0.039, -0.062, -0.238, 0.036, -0.413, 0.038, -0.233, -0.224, -0.011, -0.200, 0.188, -0.028, -0.109, -0.159, 0.283, -0.811, -0.171, -0.218, 0.220, 0.227, 0.228, 0.217, 0.213, 0.250, 0.279, 0.420, 0.212, 0.217, 0.194, 0.194, 0.235, 0.403, 0.409, 0.225, 0.215]}